Record 1
59
Properties=species:S:1:pos:R:3:forces:R:3:mulliken_charge:R:1 method="wB97M-V/def2-TZVPD" relative_energy_kcal_mol=138.1 lumo_ev=0.061 homo_lumo_gap_ha=0.353 smiles="NC(N)=O.CCO.CO.CO.CO.CO.CO.CO.CO" total_charge=0 energy_ha=-1190.29824
N -20.961 -10.125 17.102 0.706 -1.315 -3.296 0.026
C -21.160 -9.083 17.842 -2.016 -4.123 8.770 0.439
N -20.919 -7.938 17.412 0.763 5.403 -2.621 -0.354
O -21.521 -9.250 19.150 1.120 0.665 -4.612 -0.574
H -21.315 -10.972 17.508 0.554 -0.825 -0.271 -0.114
H -20.647 -10.024 16.095 -0.723 -0.611 2.024 0.265
H -21.143 -7.182 18.052 0.240 0.015 -0.668 0.306
H -20.810 -7.863 16.398 0.016 0.865 0.785 0.170
C -20.962 -15.858 18.506 0.461 0.621 -0.667 -1.052
C -20.390 -15.036 19.592 1.577 0.556 -0.131 -0.386
O -21.327 -14.300 20.371 -0.002 -0.760 0.438 -0.587
H -21.762 -16.410 18.895 -1.415 -0.919 0.353 0.320
H -20.223 -16.555 18.142 0.311 -0.178 -0.150 0.390
H -21.272 -15.234 17.669 -0.198 -0.087 -0.038 0.154
H -19.672 -14.318 19.212 0.162 0.308 -0.612 0.132
H -19.776 -15.579 20.286 0.112 -1.012 0.318 0.642
H -20.771 -14.236 21.153 -0.860 0.876 0.588 0.313
C -25.177 -9.165 19.499 0.492 -0.046 -0.841 0.014
O -25.406 -7.784 19.633 -1.034 1.301 -0.491 -0.606
H -25.457 -9.629 20.419 0.228 -0.736 0.760 0.389
H -24.119 -9.236 19.246 -0.008 -0.978 0.126 -0.318
H -25.803 -9.671 18.710 0.500 1.067 0.476 0.184
H -24.636 -7.304 19.965 -0.105 -0.622 -0.084 0.337
C -25.909 -12.091 16.543 0.728 -1.096 -0.040 -0.074
O -25.423 -11.958 15.207 -0.339 0.220 0.314 -0.531
H -25.321 -11.452 17.215 -0.239 -0.393 -0.025 -0.351
H -25.784 -13.170 16.760 0.039 0.589 0.403 0.257
H -26.958 -11.874 16.683 -0.442 0.339 -0.337 0.331
H -25.013 -11.094 15.204 0.057 0.439 -0.301 0.302
C -23.050 -11.912 18.587 -0.777 -1.345 0.133 -0.247
O -21.816 -12.578 18.457 0.428 -0.046 -0.396 -0.271
H -23.842 -12.643 18.415 -0.329 0.021 0.141 0.467
H -23.155 -11.180 17.807 0.041 0.501 -0.227 -0.063
H -23.202 -11.455 19.550 0.112 0.325 0.375 -0.020
H -21.743 -13.319 19.104 -0.192 1.032 -0.063 0.218
C -22.168 -12.651 14.685 -0.060 -0.759 -1.893 -0.155
O -22.115 -13.645 15.637 -0.347 -0.849 1.533 -0.550
H -22.804 -13.005 13.837 0.142 0.589 0.508 0.252
H -21.161 -12.591 14.280 0.222 0.667 -0.191 0.318
H -22.537 -11.713 15.063 -0.064 0.450 0.088 -0.311
H -22.505 -13.322 16.459 0.251 -0.203 -0.004 0.283
C -18.843 -11.826 19.752 -1.270 0.635 -1.314 -0.265
O -18.152 -10.641 19.985 -0.139 2.597 0.436 -0.611
H -19.873 -11.670 20.071 -0.249 -0.469 -0.087 0.045
H -18.435 -12.664 20.306 0.462 -0.026 -0.050 0.317
H -18.844 -11.963 18.642 -0.126 -0.725 0.772 0.191
H -18.784 -9.855 19.879 1.293 -1.935 0.241 0.307
C -22.368 -9.951 22.185 0.681 -0.056 -2.434 -0.204
O -21.050 -9.436 22.024 0.056 0.059 1.813 -0.570
H -22.828 -9.900 23.144 0.510 0.208 1.086 0.379
H -22.382 -10.963 21.796 -0.138 -0.637 0.319 0.093
H -23.011 -9.424 21.506 -0.644 0.487 -0.319 -0.037
H -20.856 -9.273 21.102 -0.567 -0.077 -0.584 0.367
C -23.516 -8.863 14.908 1.023 -0.481 1.298 -0.551
O -24.285 -9.204 16.039 0.187 -0.735 0.214 -0.410
H -23.021 -9.755 14.520 -0.321 0.275 -0.208 0.220
H -22.795 -8.108 15.153 1.110 0.182 0.480 0.174
H -24.105 -8.323 14.261 -1.561 0.490 -2.350 0.386
H -24.584 -8.380 16.409 -0.419 0.262 0.514 0.223

***

Record 2
41
Properties=species:S:1:pos:R:3:forces:R:3:mulliken_charge:R:1 method="wB97M-V/def2-TZVPD" lumo_ev=1.843 homo_lumo_gap_ha=0.169 total_charge=-1 energy_ha=-13268.01139
C 0.482 0.166 -0.312 0.544 -0.941 0.220 -0.258
C -0.718 -0.023 -0.180 -2.563 2.143 -0.199 -0.142
C -2.173 0.011 -0.013 1.736 0.456 -0.102 -1.094
H 1.489 0.517 -0.403 -0.349 -1.513 0.182 0.531
H -2.614 0.312 -0.958 -0.240 -0.454 -0.072 0.170
H -2.406 0.850 0.666 0.129 -0.478 0.271 0.139
C -1.904 1.244 -4.431 0.163 -0.138 0.306 0.190
Cl -1.222 0.782 -2.879 0.120 0.231 -0.654 0.067
Cl -2.102 3.007 -4.499 -0.026 0.001 -0.064 -0.129
Cl -0.813 0.737 -5.739 -0.188 0.098 0.087 -0.051
Cl -3.484 0.470 -4.648 0.013 0.040 -0.055 -0.131
C 1.971 4.092 -1.317 0.205 -0.173 0.185 0.240
Cl 2.448 5.121 0.045 0.100 -0.003 -0.213 -0.051
Cl 0.517 4.754 -2.070 0.030 -0.012 -0.008 -0.097
Cl 3.285 4.044 -2.513 -0.010 0.058 0.019 -0.134
Cl 1.625 2.449 -0.733 -0.137 1.746 -0.547 -0.048
C -0.747 -3.550 2.087 -0.029 0.474 -0.426 0.163
Cl -2.494 -3.575 2.369 0.088 -0.122 0.043 -0.028
Cl -0.266 -5.083 1.293 -0.466 0.057 0.039 -0.163
Cl -0.335 -2.180 1.046 0.414 -1.272 0.877 0.038
Cl 0.088 -3.394 3.648 -0.071 -0.095 0.022 -0.134
C 4.162 -5.482 2.650 -0.153 0.048 -0.030 0.293
Cl 5.133 -5.938 1.240 0.004 0.000 0.043 -0.118
Cl 2.464 -5.352 2.188 0.667 -0.112 0.095 0.028
Cl 4.345 -6.718 3.910 0.026 0.012 -0.017 -0.120
Cl 4.728 -3.925 3.272 0.001 -0.053 -0.011 -0.111
C 3.322 0.869 -6.607 -0.079 0.060 0.139 0.320
Cl 4.205 -0.450 -5.827 -0.019 0.037 -0.040 -0.104
Cl 2.892 2.084 -5.400 0.026 -0.084 -0.063 -0.005
Cl 4.343 1.606 -7.854 -0.014 -0.019 0.009 -0.117
Cl 1.851 0.233 -7.351 0.236 -0.058 -0.177 -0.099
C -6.136 -3.620 4.408 0.078 0.021 -0.092 0.365
Cl -6.097 -2.245 5.521 -0.014 -0.040 -0.017 -0.102
Cl -7.764 -4.323 4.402 0.011 0.007 0.018 -0.116
Cl -5.721 -3.076 2.784 -0.091 0.010 0.088 -0.083
Cl -4.973 -4.840 4.942 -0.048 0.031 -0.004 -0.094
C 0.523 6.079 3.446 -0.039 -0.096 -0.073 0.358
Cl 1.146 5.263 4.887 0.004 0.043 -0.023 -0.102
Cl -0.146 4.885 2.339 0.036 0.083 0.089 -0.040
Cl -0.747 7.219 3.921 0.037 0.018 0.012 -0.111
Cl 1.845 6.977 2.669 -0.131 -0.010 0.141 -0.121

***

Record 3
86
Properties=species:S:1:pos:R:3:forces:R:3:lowdin_spin:R:1 method="wB97M-V/def2-TZVPD" spin_multiplicity=2 lumo_ev="-8.555 / -8.710" homo_lumo_gap_ha="0.088 / 0.081" total_charge=+1 energy_ha=-3137.12213
Al -28.648 -3.751 -2.320 -0.195 1.163 0.694 0.058
P -26.357 -2.448 -4.195 -2.341 -1.898 2.312 -0.021
O -27.878 -2.137 -4.503 2.022 0.533 1.137 0.380
O -26.273 -2.055 -2.628 -0.297 0.084 -3.403 0.411
O -25.345 -1.950 -5.197 -0.388 -0.356 0.831 0.000
O -26.495 -4.003 -4.156 1.397 0.394 -0.610 0.087
C -21.704 0.566 -6.897 0.882 1.793 -2.473 0.000
O -22.445 1.498 -6.818 -1.452 1.729 1.256 0.000
N -20.495 0.672 -7.431 3.016 0.007 -0.513 0.000
N -22.033 -0.693 -6.772 -2.044 -4.987 1.378 0.000
H -19.946 -0.174 -7.495 0.275 0.515 0.023 0.000
H -19.996 1.548 -7.489 -0.390 -0.106 0.049 0.000
H -21.500 -1.460 -7.154 0.167 0.590 -0.065 0.000
H -22.971 -0.975 -6.525 0.027 0.588 -0.230 0.000
C -30.827 -1.005 -4.076 -0.285 -0.429 2.333 0.001
O -30.709 -1.974 -3.357 1.010 -2.732 0.995 0.019
N -30.036 -0.648 -5.041 2.973 0.484 -4.742 0.002
N -31.678 -0.096 -3.732 -3.321 1.787 1.040 0.003
H -29.172 -1.163 -5.138 -0.476 -0.209 0.364 -0.002
H -30.463 -0.598 -5.955 -0.263 0.588 0.001 0.000
H -32.225 -0.406 -2.942 -0.473 0.611 -0.200 0.000
H -31.921 0.707 -4.294 0.126 -0.144 0.331 0.000
C -27.798 -1.932 -7.976 -0.670 0.313 -3.461 0.001
O -28.362 -1.846 -9.012 -2.339 0.243 -3.035 0.006
N -26.880 -2.801 -7.722 3.800 -4.607 2.026 -0.002
N -27.882 -1.144 -6.979 -1.733 3.911 3.611 0.013
H -26.378 -3.360 -8.397 -0.294 0.426 0.010 0.000
H -26.463 -2.482 -6.859 1.715 -1.188 -0.610 0.000
H -28.531 -0.371 -7.015 0.391 -0.022 0.198 0.000
H -27.449 -1.459 -6.123 -0.677 1.256 -0.159 -0.001
C -28.427 -5.752 -6.166 1.106 1.004 1.307 -0.072
O -29.163 -6.583 -6.705 -1.463 -2.140 -1.374 -0.739
N -28.879 -4.553 -5.957 -1.726 3.216 -0.629 -0.151
N -27.224 -5.927 -5.722 1.069 -3.091 -0.718 -0.009
H -28.155 -3.849 -5.957 0.308 0.333 0.272 -0.005
H -29.664 -4.159 -6.455 -0.646 -0.481 0.022 -0.003
H -26.766 -5.130 -5.302 0.135 0.529 0.881 -0.003
H -26.911 -6.882 -5.630 0.321 0.188 -0.075 0.000
C -26.733 -2.848 0.773 -1.594 0.030 -0.353 0.001
O -27.788 -3.178 0.381 -5.946 -3.083 -2.260 0.009
N -26.373 -2.835 1.988 0.889 -0.656 5.717 0.002
N -25.878 -2.315 0.031 5.852 3.121 -3.436 0.003
H -25.457 -2.444 2.157 -0.616 -0.525 1.366 0.000
H -27.036 -3.222 2.645 0.701 0.252 0.418 0.000
H -25.955 -2.195 -0.969 -0.181 0.068 0.693 -0.001
H -25.104 -2.025 0.612 0.594 0.536 -1.674 0.000
C -26.074 1.492 -5.911 -0.117 4.492 -1.237 0.000
O -26.188 2.609 -6.390 -1.022 0.892 -0.109 0.004
N -26.917 0.975 -5.056 -2.834 -1.703 2.439 0.000
N -25.011 0.820 -6.126 3.548 -4.052 -0.750 0.001
H -26.771 0.024 -4.750 -0.313 0.605 0.258 -0.001
H -27.679 1.529 -4.692 0.119 -0.262 -0.289 0.000
H -24.996 -0.146 -5.830 0.247 0.308 -0.100 0.000
H -24.203 1.187 -6.609 -0.091 0.350 -0.075 0.000
C -29.012 -0.045 -0.961 -0.724 1.743 2.466 0.000
O -29.288 -1.190 -0.841 -1.007 -3.641 1.024 0.003
N -29.125 0.891 0.091 0.298 -0.732 -1.264 0.001
N -28.680 0.415 -2.149 1.003 1.918 -1.313 0.000
H -29.237 0.491 1.012 0.173 0.151 -0.192 0.000
H -28.604 1.749 -0.017 -0.215 -0.081 0.407 0.000
H -28.504 -0.348 -2.787 0.410 0.475 -0.216 -0.002
H -28.070 1.213 -2.047 0.206 -0.028 -1.174 0.000
C -23.202 -4.922 -5.557 0.106 3.620 0.613 0.068
O -22.525 -5.783 -6.052 3.301 -3.299 -2.347 0.641
N -22.949 -3.640 -5.676 1.203 0.847 -0.478 0.107
N -24.237 -5.249 -4.905 -3.118 -2.768 1.445 0.099
H -22.025 -3.314 -5.919 -0.219 0.076 0.031 0.000
H -23.726 -3.024 -5.482 -0.180 0.832 0.134 0.004
H -24.482 -6.229 -4.936 0.152 -0.167 0.372 0.002
H -25.033 -4.636 -4.805 -0.643 0.966 0.501 0.004
C -22.658 -1.133 -2.677 3.023 0.090 0.235 0.003
O -21.472 -1.143 -2.424 1.265 -0.211 1.468 0.017
N -23.031 -0.886 -3.880 -1.470 0.567 -4.076 0.024
N -23.648 -1.364 -1.873 -2.423 -1.274 4.456 0.014
H -22.288 -0.602 -4.501 -0.618 0.034 -0.221 0.000
H -24.010 -1.033 -4.082 0.471 0.646 -0.897 0.000
H -24.636 -1.385 -2.080 0.388 0.476 -0.465 0.000
H -23.416 -1.589 -0.916 0.134 0.131 -0.222 0.000
C -24.745 -5.656 -1.511 0.567 -3.348 0.926 0.000
O -24.154 -6.435 -0.833 1.792 -2.126 2.385 0.012
N -25.691 -6.038 -2.312 -3.919 -1.303 -3.619 0.009
N -24.475 -4.427 -1.568 2.302 6.799 0.082 0.001
H -25.793 -5.442 -3.121 -0.755 -0.254 0.265 -0.001
H -25.896 -7.021 -2.415 0.247 0.190 0.289 0.000
H -23.696 -4.112 -1.007 -0.167 -0.066 -0.099 0.000
H -24.988 -3.697 -2.041 -0.086 -0.531 0.098 0.000

***

Record 4
70
Properties=species:S:1:pos:R:3:forces:R:3:mulliken_charge:R:1 method="wB97M-V/def2-TZVPD" relative_energy_kcal_mol=79.3 lumo_ev=-0.308 homo_lumo_gap_ha=0.335 smiles="NC(N)=O.NC(N)=O.NC(N)=O.NC(N)=O.NC(N)=O.CO.CO.CO.CO.CO" total_charge=0 energy_ha=-1704.99952
N 0.513 5.832 1.044 1.742 -0.526 2.929 -0.312
C -0.319 5.985 0.058 0.087 3.953 -0.962 0.487
N -0.488 4.897 -0.652 -1.261 -2.101 -1.298 -0.249
O -0.749 7.080 -0.293 -0.784 0.119 -0.036 -0.708
H 0.828 4.883 1.185 0.571 0.515 0.556 0.282
H 0.961 6.628 1.476 -0.351 -0.295 -0.083 0.203
H -1.017 5.124 -1.483 0.483 -0.859 -0.148 0.153
H 0.144 4.142 -0.428 -0.586 -0.321 -0.934 0.216
N -0.761 0.755 0.597 -0.138 2.337 0.318 -0.056
C -0.276 -0.467 0.340 -0.841 0.896 0.294 0.274
N -1.231 -1.348 0.185 -2.779 -2.710 -0.815 0.194
O 0.877 -0.758 0.258 3.585 -0.378 -0.122 -0.653
H -1.753 0.898 0.714 0.058 -0.214 0.149 0.122
H -0.158 1.495 0.927 0.098 -0.244 -0.135 0.130
H -1.051 -2.222 -0.288 0.302 0.251 0.203 0.091
H -2.201 -1.067 0.232 0.400 0.073 -0.028 0.082
N -0.596 -1.141 -3.560 -1.908 1.511 1.710 -0.293
C 0.218 -1.947 -4.222 -0.251 -2.128 0.319 0.673
N 1.192 -1.310 -4.842 1.600 1.033 -1.252 -0.404
O 0.073 -3.155 -4.246 -0.431 -0.586 -0.367 -0.664
H -1.385 -1.554 -3.083 0.346 0.221 0.033 0.140
H -0.356 -0.172 -3.407 -0.391 -0.291 -0.069 0.126
H 1.695 -1.868 -5.518 0.525 0.454 0.503 0.228
H 1.514 -0.464 -4.395 0.508 -0.237 -0.794 0.193
N 2.099 -3.616 2.007 -0.546 -2.255 0.954 -0.121
C 3.281 -3.281 2.552 1.840 -1.218 1.961 0.590
N 3.578 -2.036 2.117 1.374 0.445 0.622 -0.281
O 3.989 -3.998 3.364 -2.631 2.560 -2.871 -0.726
H 1.823 -4.549 2.280 -0.453 0.163 -0.732 0.110
H 1.586 -3.060 1.338 0.138 -0.220 0.212 0.147
H 2.986 -1.668 1.386 0.556 0.588 0.247 0.124
H 4.421 -1.628 2.494 -0.283 0.250 -0.546 0.196
N -2.797 2.541 -1.753 3.686 -2.438 0.347 -0.226
C -4.116 2.471 -1.537 0.378 -4.263 1.475 0.667
N -4.564 3.586 -1.934 -3.486 4.556 -1.228 -0.318
O -4.759 1.504 -1.067 1.080 1.197 -0.445 -0.733
H -2.304 3.344 -2.116 -0.376 -0.347 0.178 0.103
H -2.204 1.738 -1.597 -0.238 0.090 0.139 0.106
H -3.824 4.226 -2.185 -1.426 0.718 -0.074 0.162
H -5.536 3.813 -1.779 0.336 0.407 -0.189 0.243
C 0.014 -0.269 4.331 0.106 0.264 0.936 -0.132
O -0.569 0.663 5.315 0.612 -0.997 -1.610 -0.536
H -0.168 0.049 3.304 -0.172 0.071 0.003 -0.170
H 1.093 -0.342 4.460 -0.070 0.249 0.251 0.249
H -0.387 -1.269 4.495 -0.110 -0.029 -0.124 0.300
H -1.425 0.797 4.902 -0.349 0.408 0.487 0.299
C 2.455 2.756 -0.076 0.266 -0.506 0.763 -0.525
O 1.591 3.247 0.987 -0.025 -0.685 -0.962 -0.635
H 2.157 3.152 -1.046 0.096 0.559 0.356 0.307
H 3.481 2.975 0.220 0.059 0.360 -0.557 0.324
H 2.414 1.674 -0.200 -0.383 -0.197 0.326 0.113
H 1.869 2.855 1.817 0.096 -0.117 0.083 0.297
C -4.232 -1.229 0.908 -0.602 -0.112 -0.144 -0.920
O -3.604 0.008 1.172 0.204 0.188 0.528 -0.485
H -5.284 -1.221 1.194 0.044 -0.061 0.309 0.342
H -4.240 -1.434 -0.162 0.176 -0.189 -0.192 0.295
H -3.691 -2.000 1.457 -0.144 -0.016 -0.056 0.305
H -4.214 0.707 0.927 -0.121 0.221 -0.484 0.267
C -0.585 -5.274 0.198 0.148 -1.670 0.966 -0.346
O 0.264 -5.870 1.263 -0.533 1.219 -1.249 -0.539
H -0.986 -4.278 0.387 0.453 0.120 0.354 -0.039
H -0.054 -5.315 -0.753 0.190 0.095 0.299 0.263
H -1.437 -5.951 0.141 -0.211 0.151 -0.370 0.372
H -0.130 -5.638 2.107 -0.204 -0.056 0.062 0.280
C 4.164 -1.333 -1.665 -0.163 -0.286 0.060 -0.412
O 4.575 -1.930 -2.904 -0.276 0.708 0.583 -0.512
H 4.081 -0.246 -1.671 0.279 0.292 -0.451 0.225
H 3.157 -1.661 -1.408 0.140 -0.414 -0.087 0.051
H 4.869 -1.600 -0.877 -0.156 -0.114 0.205 0.363
H 5.490 -1.656 -3.000 0.118 -0.164 -0.311 0.299